# 1
This record from OMol25 describes the ion C20H25N4OS with charge +1 in a non-equilibrium geometry. The level of theory is ωB97M-V/def2-TZVPD.

The geometry in XYZ format:
```
51
Properties=species:S:1:pos:R:3:forces:R:3
H -2.147595 0.927576 -4.463518 0.06 -0.11 0.08
H -4.438678 1.132789 -4.324706 0.01 0.07 -0.09
C 4.505744 -3.031321 5.182483 0.03 -0.03 0.02
H -1.823351 2.796513 -2.058076 -0.03 0.07 0.09
H -0.720802 0.990033 -3.412948 -0.08 -0.15 0.01
H -4.072059 1.350076 -1.885238 0.08 -0.10 0.07
C 1.384907 0.665132 1.334285 -0.10 -1.14 0.22
H -1.923100 -3.033736 -1.635682 -0.03 0.09 0.02
N -2.421854 0.220804 -2.491283 0.32 0.22 0.63
H -5.723705 0.330043 -3.442635 -0.07 0.00 0.02
C 1.150971 -1.533874 1.606230 -0.20 0.31 -0.13
C 0.620338 -0.463117 0.890358 0.63 0.10 0.60
H 3.952798 -4.832197 4.165797 0.01 -0.09 -0.01
S 0.325663 2.694796 -0.289723 0.50 0.57 0.30
H 0.848327 -2.560918 1.642432 -0.02 -0.21 0.08
H -4.464738 -0.628459 -4.199207 -0.02 -0.08 -0.09
N 2.118917 -1.046363 2.393696 -0.76 -0.17 -0.79
H -3.104878 2.892988 -3.281010 -0.12 0.06 0.00
C 3.054102 -3.118584 3.270195 -0.11 0.23 -0.11
H -1.049361 -1.200166 -3.220776 -0.10 0.07 0.00
N -0.711910 -1.676398 -0.662600 0.05 -0.11 0.08
C 2.918444 -1.735651 3.321309 0.67 -0.42 0.77
C -0.486284 -0.497753 -0.031563 -0.07 -0.58 -0.19
H 4.892198 -1.081726 5.979259 0.04 0.06 0.06
C -2.072527 2.610289 -3.099618 -0.05 -0.20 -0.04
H -2.746253 -1.669895 -3.385847 0.03 0.11 0.00
C 2.036130 4.258727 0.798215 -0.10 0.25 -0.17
C 1.375865 2.038005 0.923701 -0.07 0.97 -0.30
C 1.051634 4.240700 -0.139368 -0.02 -0.36 -0.04
H -0.093977 -2.444632 -0.461333 0.05 0.08 -0.04
H 3.470208 0.070931 4.308564 0.02 0.06 0.04
C 3.585518 -1.000647 4.296047 -0.17 0.03 -0.16
C 4.376786 -1.652161 5.222589 -0.01 -0.11 -0.04
C -1.798845 1.158399 -3.454731 0.21 0.48 -0.30
C -3.889943 0.384645 -2.357820 -0.63 0.05 -0.09
H 0.699453 5.047734 -0.750470 -0.05 0.22 -0.10
H -4.246967 -0.388910 -1.675940 0.13 0.08 0.06
H 5.122162 -3.538853 5.907677 0.06 -0.05 0.07
C 2.225776 3.004903 1.402126 -0.28 -0.47 -0.09
C -2.023312 -1.185626 -2.727767 0.11 -0.62 0.05
N 2.273538 0.265288 2.229783 0.14 0.78 -0.08
H -2.794806 -1.750974 -0.783516 0.04 -0.12 -0.06
C -1.922361 -1.967368 -1.411246 -0.12 0.32 -0.10
H 2.563859 -3.696662 2.502089 -0.04 -0.05 -0.09
O -1.204101 0.489204 -0.262692 -0.09 -0.15 0.25
C 3.846553 -3.759145 4.205533 0.00 0.01 0.06
C -4.661141 0.298462 -3.666696 0.18 0.01 0.13
H 2.605111 5.135348 1.048327 0.08 0.17 0.04
H -1.976491 0.451362 -1.500058 -0.31 -0.18 -0.70
H 2.956574 2.794378 2.160117 0.15 -0.04 0.14
H -1.442541 3.246015 -3.714743 0.05 0.05 -0.06
```
Forces are in eV/Å.

The value obtained for the LUMO energy is -2.3863 eV. The SMILES is CC[NH+](CC)CCNC(=O)c1cn(-c2ccccc2)nc1-c1cccs1. As for the largest force on an atom: 1.17 eV Å⁻¹. As for the spin multiplicity: 1. As for the highest occupied orbital energy: -0.385 hartree. As for the charge: +1.

=====

# 2
This record from OMol25 describes the molecule C20H25N5O3S in a non-equilibrium geometry. The level of theory is ωB97M-V/def2-TZVPD.

The geometry in XYZ format:
```
54
Properties=species:S:1:pos:R:3:forces:R:3
H 4.719268 -0.620187 2.668194 0.04 0.05 -0.09
C 0.910679 1.384483 -1.115103 -0.19 0.40 -0.02
C 0.189281 -2.167708 1.124784 0.50 -0.44 0.30
H 5.025717 -1.404032 -0.927217 -0.08 -0.05 0.00
H 5.586460 -0.247892 1.158423 -0.15 -0.04 0.18
H -0.253394 2.735674 0.078761 -0.03 0.10 -0.03
H 2.722177 -3.756349 -2.331779 0.03 -0.11 0.00
H 2.018572 -0.793338 -2.673726 0.10 -0.03 -0.05
H 1.524714 1.905804 1.568577 -0.01 0.10 0.03
C -7.399769 0.744286 -0.193382 -1.34 0.26 -0.08
H 0.209496 1.423769 -1.955006 0.15 -0.03 0.00
S 5.451402 1.760059 -0.261917 0.78 0.10 -0.51
C 3.998674 1.593303 0.525102 -0.07 0.24 0.16
H 3.435876 3.356261 -0.182791 0.12 -0.19 0.07
H 4.902392 -2.640581 1.364876 0.01 -0.07 0.05
C 1.749723 2.715273 0.873245 -0.31 0.08 -0.04
H 3.199650 -2.163384 1.388538 0.20 -0.11 0.01
H 2.759599 0.413621 1.634412 0.01 0.12 0.00
H 1.772128 -3.037366 -3.633181 -0.04 -0.05 -0.14
N 0.636330 0.213701 -0.313987 0.38 -0.18 0.04
H -8.053458 0.463619 -1.034540 0.24 0.04 0.16
C -2.884588 0.299866 -0.168526 -0.27 -0.58 0.31
H 1.384676 -0.463486 -0.220751 0.05 -0.08 -0.08
H -4.859988 -2.135288 1.272683 -0.07 -0.12 0.07
C 4.157724 -1.932894 -0.507956 0.21 -0.18 0.18
H 1.930238 1.298253 -1.492805 -0.03 -0.06 -0.02
H -2.406278 -2.645941 1.473943 0.02 -0.06 0.04
C -3.238450 -0.902712 0.514597 0.28 0.27 -0.16
C -5.185750 0.846692 -0.354605 0.15 -0.27 0.15
C -5.534363 -0.348998 0.319914 0.31 0.01 -0.02
N 3.118542 2.616993 0.428022 -0.16 0.04 -0.03
O -6.896942 -0.418039 0.423267 0.36 -0.29 0.14
C 4.189994 -1.892481 1.016291 -0.06 0.40 -0.29
H -3.624396 2.096193 -1.120258 0.05 0.13 -0.08
N 1.076753 -2.785847 1.513949 0.02 -0.18 0.07
C 2.701922 -1.583853 -2.350463 -0.13 -0.12 -0.26
H 1.628504 3.661576 1.412892 -0.03 -0.18 0.06
C 4.620629 -0.538926 1.579098 0.31 -0.55 0.10
H -7.981105 1.328805 0.537315 0.22 -0.13 -0.14
H 0.945884 3.523089 -0.959119 -0.03 0.10 -0.02
O -6.325165 1.522922 -0.671336 0.62 0.06 -0.06
N 3.695837 0.523743 1.278238 -0.53 0.30 0.02
C -0.882415 -1.381741 0.674334 -0.99 0.53 -0.33
H 4.194322 -2.978572 -0.835999 -0.02 0.06 -0.01
C -3.895123 1.190762 -0.606334 -0.51 0.05 0.00
H 1.153237 -3.034691 -1.973949 -0.11 -0.03 0.03
O 2.967308 -1.325300 -0.985676 -0.10 0.05 0.16
C 2.047353 -2.943316 -2.586531 0.21 0.32 0.21
C -0.629274 -0.161701 -0.044941 -0.45 -0.06 0.19
C -4.595923 -1.225958 0.758586 -0.59 0.24 -0.10
C 0.765959 2.672184 -0.300663 0.24 -0.30 0.11
C -2.188110 -1.732917 0.937263 0.24 0.26 -0.18
H 3.628997 -1.498414 -2.932294 -0.07 0.08 0.03
N -1.610952 0.631434 -0.423522 0.52 0.11 -0.16
```
Forces are in eV/Å.

The value obtained for the LUMO energy is -0.1814 eV. The SMILES is CCOCCCNC(=S)NCCCNc1nc2cc3c(cc2cc1C#N)OCO3. As for the largest force on an atom: 1.36 eV Å⁻¹. As for the spin multiplicity: 1. As for the highest occupied orbital energy: -0.287 hartree. The relative energy (zero: lowest compared OMol25 entry of this formula, charge and spin) comes out at 149.1 kJ/mol.

=====

# 3
This record from OMol25 describes a structure of composition C20H25NO2Yb in a non-equilibrium geometry. The level of theory is ωB97M-V/def2-TZVPD.

The geometry in XYZ format:
```
49
Properties=species:S:1:pos:R:3:forces:R:3
H 2.493722 -2.513548 0.055477 -0.26 0.09 0.05
C -0.162715 -1.286482 -3.852911 0.27 0.01 -0.22
C 2.013190 1.733855 0.890662 0.76 -0.04 -0.48
H 1.208873 0.771264 3.375845 -0.60 -0.05 0.03
C -0.575045 0.136603 -3.541534 -0.14 -0.21 -0.84
H -0.528317 -1.553934 -4.853385 0.09 0.05 0.20
H -2.154741 1.774175 -1.942498 -0.07 -0.26 0.16
C 0.215944 0.710897 3.826875 0.61 -0.28 1.56
C -2.148335 0.739651 3.445395 -1.04 -0.18 1.40
C 0.226926 1.166519 -4.311925 0.16 -0.14 -0.27
H 3.478558 -0.354949 -1.297840 -0.21 0.16 0.16
H 0.328805 -3.058718 -1.460341 0.02 0.19 0.22
H 1.294330 0.915461 -4.271344 -0.14 0.20 0.01
H 2.210442 1.721770 -2.454108 -0.21 -0.18 0.30
H 0.930919 -1.361684 -3.850076 -0.08 -0.16 0.08
O -0.675721 0.791883 1.666366 -0.51 0.69 0.30
H -0.087585 1.140283 -5.363603 0.06 0.02 0.19
O -0.542991 0.402009 -2.115904 -1.89 0.30 -0.53
H -2.399960 1.184943 -4.292698 -0.07 -0.26 -0.04
N -0.862259 0.781178 2.995019 0.25 0.02 -1.61
Yb 0.352303 -0.048629 -0.063429 0.33 -0.28 0.62
H 1.049404 3.198772 -0.511104 0.10 -0.28 0.04
H 0.877240 0.435907 5.826331 -0.16 0.02 -0.06
H -2.572865 0.044289 -1.510523 0.19 0.33 0.11
C 2.912788 0.415832 -0.775200 -0.04 0.62 0.00
H 1.792501 2.153890 1.868333 -0.12 -0.17 -0.31
H -2.655497 -0.568148 -3.831175 0.01 0.35 -0.12
H -1.882943 -2.608957 0.051427 0.26 0.06 0.04
H -0.570453 -1.989705 -3.116143 -0.03 0.22 -0.22
H -3.415120 0.511407 5.131307 0.18 0.00 0.03
C 1.455915 -2.414730 0.367363 -0.46 -0.45 -0.01
C 1.632102 2.290211 -0.363310 0.62 -0.09 0.06
H 3.244025 -0.075869 1.391907 -0.18 0.14 -0.22
C -1.299535 0.419225 5.670927 -0.42 -0.25 1.70
H 0.068025 2.181558 -3.920870 -0.01 -0.29 -0.07
H -1.058082 -1.967308 2.531903 0.13 0.33 -0.25
H 1.630790 -1.826299 2.528787 -0.17 0.05 -0.25
C -2.007073 0.713655 -2.169628 0.39 -0.08 0.44
C -2.102233 0.358798 -3.643992 0.53 -0.01 0.28
C 2.796099 0.568440 0.636600 0.08 0.71 -0.08
C -0.849188 -2.455086 0.358783 0.36 -0.18 0.32
C -0.416058 -2.083786 1.662533 0.35 -0.64 -0.41
C -2.381572 0.554805 4.795548 -0.26 0.20 -1.55
C 0.005934 0.514103 5.180342 0.83 0.28 -1.48
C 2.212732 1.494064 -1.390989 0.34 -0.11 0.55
H -1.471217 0.249433 6.731998 0.01 0.03 -0.16
C 0.310830 -2.679645 -0.441055 0.25 -0.06 0.42
H -2.928151 0.820840 2.689836 0.38 0.00 0.19
C 1.005252 -2.048261 1.666033 -0.47 -0.42 -0.28
```
Forces are in eV/Å.

The value obtained for the LUMO energy (alpha / beta) is 4.8788 / 4.8924 eV. As for the largest force on an atom: 1.99 eV Å⁻¹. As for the spin multiplicity: 3. As for the highest occupied orbital energy (alpha / beta): 0.098 / -0.014 hartree. As for the charge: -2. As for the expectation value of S²: 2.0143. The relative energy (zero: lowest compared OMol25 entry of this formula, charge and spin) comes out at 0.0 kJ/mol.

=====

# 4
This record from OMol25 describes the molecule C20H25NO5 in a non-equilibrium geometry. The level of theory is ωB97M-V/def2-TZVPD.

The geometry in XYZ format:
```
51
Properties=species:S:1:pos:R:3:forces:R:3
C -5.637003 2.299729 3.682579 0.39 -0.04 -0.42
H 5.607815 -0.333369 -1.990586 -0.06 -0.01 0.00
H 4.240848 -4.077391 -0.461115 0.01 -0.01 0.10
H -4.290874 -0.911473 0.449099 -0.01 -0.08 -0.04
H 0.456926 -0.364022 -0.902479 0.03 -0.06 -0.15
H 3.419277 -0.846114 -2.811661 0.00 -0.03 0.06
H -4.701214 4.557000 5.372412 -0.10 -0.13 -0.23
H 2.286247 1.242323 -2.395473 -0.06 0.10 -0.02
H -5.902129 5.207633 4.205714 0.13 -0.25 -0.01
H 6.114730 -2.500755 -0.866525 0.07 -0.02 -0.06
C 4.064322 -3.000881 -0.422416 -0.03 -0.03 -0.22
C 2.672458 -2.695092 -0.960579 0.08 0.05 0.29
O -4.348354 4.127878 3.387373 0.21 -0.27 -0.37
H 4.492088 -0.437512 0.847124 -0.06 0.00 0.17
C 5.118349 -2.279356 -1.254926 0.04 0.09 0.14
C 3.484537 -0.453740 -1.792120 0.05 0.27 0.15
C 0.645038 -1.228638 -2.706691 -0.66 0.36 0.23
C -2.851449 0.404513 -0.234700 -0.31 0.03 0.31
C -4.600189 2.862827 2.929325 -0.33 -0.32 0.17
O 1.283286 -1.816970 -3.553194 0.12 -0.15 -0.38
O -2.830957 -1.644029 -1.452372 0.08 0.14 0.00
H 4.015941 1.566142 -2.341715 0.08 0.12 -0.04
H 5.068617 -2.652469 -2.280075 0.04 -0.05 -0.06
C -3.859437 0.073129 0.585756 0.49 -0.18 -0.58
C 3.201585 1.047352 -1.841329 0.02 -0.31 -0.12
C 2.414903 -1.186580 -0.965765 0.19 -0.36 -0.44
C -2.388567 -0.539499 -1.254355 -0.28 -0.49 0.00
H 2.584413 -3.061716 -1.983562 -0.05 -0.02 0.01
H 3.089892 1.459933 -0.840777 -0.01 0.11 0.12
H -5.811777 -0.671334 2.175943 -0.01 -0.11 -0.05
C 4.899436 -0.762900 -1.271508 0.02 -0.13 -0.06
C -0.797806 -0.792071 -2.996496 0.04 -0.52 -0.50
O -1.368352 -0.002458 -1.965371 0.13 0.31 0.08
C 5.208817 -0.136721 0.088770 -0.02 -0.04 -0.28
O -6.053595 3.194603 4.621859 -0.17 -0.48 -0.09
H -3.196364 2.639553 1.346750 0.14 0.08 -0.09
C -4.439717 0.876534 1.637797 -0.36 0.21 0.48
H -6.889924 0.595336 4.010403 -0.11 -0.07 0.07
H 5.204916 0.947863 0.023518 -0.01 0.12 0.08
C -5.476572 0.330100 2.398265 0.32 0.01 -0.32
N 1.079681 -0.907504 -1.479150 -0.09 0.23 0.53
H -0.801383 -0.203038 -3.917833 0.05 -0.07 0.15
C -3.989177 2.182347 1.911979 -0.14 0.15 0.22
H -1.403851 -1.693326 -3.147733 0.20 0.18 -0.01
C -6.091880 1.026635 3.430226 -0.06 0.46 0.32
H 4.135680 -2.692774 0.622417 0.02 -0.05 0.10
H 2.427413 -0.811178 0.062672 0.00 0.00 -0.05
H -2.338957 1.352563 -0.206873 0.00 0.15 0.08
H 1.910528 -3.190418 -0.354237 -0.05 0.00 -0.04
C -5.256513 4.347644 4.444576 -0.07 1.10 0.68
H 6.198297 -0.448306 0.417054 0.09 -0.01 0.09
```
Forces are in eV/Å.

The value obtained for the LUMO energy is -0.2011 eV. The SMILES is C[C@@H]1[C@@H](NC(=O)COC(=O)/C=C/c2ccc3c(c2)OCO3)CCC[C@@H]1C. As for the largest force on an atom: 1.30 eV Å⁻¹. As for the spin multiplicity: 1. As for the highest occupied orbital energy: -0.307 hartree. The relative energy (zero: lowest compared OMol25 entry of this formula, charge and spin) comes out at 165.5 kJ/mol.